*1*
{
  "formula": "C30H45NO4P2Ti",
  "method": "ωB97M-V/def2-TZVPD",
  "symbols": ["Ti", "P", "P", "O", "O", "O", "O", "N", "C", "C", "C", "C", "C", "C", "C", "C", "C", "C", "C", "C", "C", "C", "C", "C", "C", "C", "C", "C", "C", "C", "C", "C", "C", "C", "C", "C", "C", "C", "H", "H", "H", "H", "H", "H", "H", "H", "H", "H", "H", "H", "H", "H", "H", "H", "H", "H", "H", "H", "H", "H", "H", "H", "H", "H", "H", "H", "H", "H", "H", "H", "H", "H", "H", "H", "H", "H", "H", "H", "H", "H", "H", "H", "H"],
  "coordinates": [[0.411, -0.381, -0.360], [2.457, 0.718, -1.356], [-2.426, -0.542, -1.369], [-0.799, 2.708, 0.609], [-1.652, 5.093, 6.940], [0.083, 0.763, 1.231], [-1.467, 3.144, 7.850], [-1.436, 3.862, 6.829], [-0.455, 1.934, 1.512], [1.940, 0.651, -3.085], [-2.257, -2.197, -2.049], [3.995, -0.227, -1.478], [-0.919, 1.968, 5.332], [3.071, -2.140, 1.265], [-1.185, 3.337, 5.529], [-1.243, 1.195, -3.097], [-0.983, 3.751, 3.170], [-1.207, 4.231, 4.441], [1.602, -0.955, 3.740], [1.583, -1.958, 1.351], [0.917, -1.580, 2.576], [-1.746, -0.102, -3.572], [1.131, -0.619, -3.214], [-0.916, 0.545, -1.733], [-1.042, -0.844, -4.622], [-0.682, 1.510, 4.038], [0.946, -3.487, -0.653], [-0.642, -2.655, 1.289], [-3.643, 0.824, -1.225], [1.247, 1.859, -3.815], [-1.811, -3.545, 1.038], [-0.694, 2.390, 2.941], [0.586, -2.606, 0.499], [-0.218, 1.888, -4.114], [-1.459, -1.864, 3.585], [0.534, -0.898, -4.587], [-0.425, -1.999, 2.523], [2.569, 2.472, -1.048], [2.596, 3.172, -1.900], [-0.521, 0.442, 3.905], [1.629, -1.557, -2.864], [-2.830, -0.239, -3.451], [1.473, -4.399, -0.304], [3.343, -2.580, 0.287], [1.709, 2.716, -0.412], [-2.698, -2.930, 0.776], [-3.129, -2.389, -2.686], [-4.551, 0.474, -0.705], [4.660, 0.031, -2.304], [-0.337, 1.524, -5.152], [-1.400, 5.291, 4.583], [3.496, 2.506, -0.452], [-1.374, -1.885, -4.584], [1.783, 1.782, -4.765], [-0.907, 1.306, 6.199], [-0.499, 2.953, -4.246], [-1.052, 4.395, 2.294], [2.913, 0.580, -3.661], [-2.062, -0.959, 3.427], [2.648, -1.306, 3.813], [-2.134, -2.726, 3.573], [-1.353, -0.497, -5.630], [1.082, -1.201, 4.686], [-2.220, -2.949, -1.264], [-0.762, 1.356, -0.968], [-2.084, -4.127, 1.948], [-0.043, -0.243, -2.131], [3.815, -1.302, -1.528], [-1.339, -2.286, -2.645], [1.621, 0.149, 3.622], [-2.041, 1.970, -2.933], [4.465, 0.017, -0.523], [-3.914, 1.201, -2.227], [-3.191, 1.649, -0.638], [-1.609, -4.275, 0.226], [3.452, -2.811, 2.079], [1.583, 2.825, -3.443], [0.832, -1.916, -4.887], [1.624, -2.955, -1.346], [0.930, -0.288, -5.414], [0.048, -3.799, -1.208], [3.576, -1.154, 1.373], [-0.992, -1.812, 4.570]],
  "homo_lumo_gap_ha": [0.1972, 0.2000],
  "total_charge": 2,
  "homo_energy_ev": [-13.27, -13.27]
}



*2*
{
  "formula": "C30H45NO4P2Ti",
  "method": "ωB97M-V/def2-TZVPD",
  "symbols": ["Ti", "P", "P", "O", "O", "O", "O", "N", "C", "C", "C", "C", "C", "C", "C", "C", "C", "C", "C", "C", "C", "C", "C", "C", "C", "C", "C", "C", "C", "C", "C", "C", "C", "C", "C", "C", "C", "C", "H", "H", "H", "H", "H", "H", "H", "H", "H", "H", "H", "H", "H", "H", "H", "H", "H", "H", "H", "H", "H", "H", "H", "H", "H", "H", "H", "H", "H", "H", "H", "H", "H", "H", "H", "H", "H", "H", "H", "H", "H", "H", "H", "H", "H"],
  "coordinates": [[0.153, 0.291, -1.316], [2.187, 1.402, -2.363], [-2.723, 0.128, -2.329], [-0.192, 1.441, 0.248], [-1.917, 5.773, 5.953], [-1.735, 3.827, 6.852], [-1.054, 3.387, -0.368], [-1.703, 4.545, 5.835], [0.653, -0.901, 1.581], [0.977, 2.551, -4.863], [0.898, 0.058, -4.282], [1.632, 1.351, -4.068], [-0.496, 2.561, -5.181], [-2.509, -1.533, -3.049], [1.320, -1.297, 0.367], [0.684, -2.819, -1.643], [3.742, 0.408, -2.481], [-1.251, 4.407, 2.185], [-1.467, 4.896, 3.448], [-1.184, 2.640, 4.349], [-1.446, 4.009, 4.538], [-1.968, 0.599, -4.582], [-0.954, 2.175, 3.060], [-2.073, -2.878, 0.040], [-1.292, -0.192, -5.642], [0.316, -1.946, -0.490], [2.807, -1.476, 0.276], [-0.904, -1.999, 0.305], [-1.476, 1.897, -4.170], [0.274, -0.224, -5.628], [-0.971, 3.047, 1.963], [2.295, 3.155, -2.037], [1.334, -0.273, 2.745], [-1.726, -1.181, 2.587], [-0.729, 2.609, 0.539], [-3.883, 1.513, -2.214], [-1.209, 1.166, -2.654], [-0.692, -1.321, 1.528], [0.575, -1.239, -5.919], [1.217, -3.734, -1.304], [-1.629, 0.163, -6.644], [-0.779, 3.620, -5.308], [-1.050, 2.020, -1.917], [1.357, 0.830, 2.628], [3.200, 3.264, -1.448], [1.345, -0.865, -3.856], [1.354, -2.277, -2.336], [-4.800, 1.187, -1.698], [0.654, 0.381, -6.462], [4.267, 0.605, -1.548], [-3.425, 2.340, -1.634], [-3.388, -1.733, -3.688], [-0.626, 2.199, -6.221], [-2.954, -2.261, -0.222], [-1.590, -1.600, -3.660], [1.430, 3.401, -1.412], [1.297, 3.529, -4.495], [-1.173, 1.993, 5.227], [-2.406, -2.042, 2.577], [-2.450, -2.304, -2.274], [-0.788, 1.110, 2.943], [0.814, -0.514, 3.691], [3.535, -0.663, -2.542], [2.649, 1.345, -4.555], [2.380, -0.623, 2.816], [1.530, 2.462, -5.813], [-2.256, 2.645, -3.923], [-1.260, -1.127, 3.573], [-0.214, -3.123, -2.198], [-1.657, 5.956, 3.580], [-1.645, -1.234, -5.595], [3.185, -2.148, 1.088], [-4.140, 1.885, -3.218], [-2.329, -0.274, 2.432], [3.316, -0.495, 0.384], [-1.313, 5.046, 1.308], [3.078, -1.913, -0.702], [-3.046, 0.433, -4.424], [4.393, 0.657, -3.326], [-2.350, -3.461, 0.943], [-1.872, -3.597, -0.774], [2.305, 3.828, -2.907], [-0.309, 0.478, -3.064]],
  "homo_lumo_gap_ha": [0.1884, 0.1881],
  "total_charge": 2,
  "homo_energy_ev": [-13.10, -13.06]
}



Quick ranking, most stable first: *1*, *2*.



*1*
{
  "formula": "CH10N2O3",
  "method": "ωB97M-V/def2-TZVPD",
  "symbols": ["O", "O", "O", "N", "N", "C", "H", "H", "H", "H", "H", "H", "H", "H", "H", "H"],
  "coordinates": [[0.011, 1.264, -2.393], [2.194, 1.311, 0.282], [-1.483, -1.211, -1.793], [-0.254, -1.602, 0.812], [0.104, -0.109, 2.525], [-0.676, -0.628, 1.651], [-0.430, 0.537, 3.096], [0.597, -2.062, 1.079], [-0.799, -1.879, 0.008], [1.995, 2.153, 0.687], [0.146, 2.188, -2.604], [-1.259, -0.364, -1.389], [0.700, 1.089, -1.737], [-1.212, -1.128, -2.713], [2.042, 0.697, 1.005], [-1.675, -0.256, 1.483]],
  "homo_lumo_gap_ha": 0.3642,
  "homo_energy_ev": -9.22,
  "smiles": "[H]/N=C/N.O.O.O"
}



*2*
{
  "formula": "CH10N2O3",
  "method": "ωB97M-V/def2-TZVPD",
  "symbols": ["O", "O", "O", "N", "N", "C", "H", "H", "H", "H", "H", "H", "H", "H", "H", "H"],
  "coordinates": [[5.121, 0.006, 3.997], [3.452, -0.595, 0.974], [-0.805, 1.270, -2.741], [-3.188, -0.988, -2.164], [-3.200, 0.703, -0.439], [-3.606, -0.469, -0.882], [-1.509, 1.345, -2.148], [3.988, 0.224, 0.549], [5.778, -0.684, 4.026], [-0.222, 1.905, -2.449], [-2.297, -0.521, -2.511], [3.293, -0.088, 1.779], [-4.416, -1.172, -0.487], [4.436, -0.251, 4.609], [-3.708, 1.310, 0.165], [-3.117, -1.995, -2.277]],
  "homo_lumo_gap_ha": 0.3819,
  "homo_energy_ev": -9.58,
  "smiles": "[H]/N=C/N.O.O.O"
}



Quick ranking, most stable first: *1*, *2*.



*1*
{
  "formula": "C2H12O3S",
  "method": "ωB97M-V/def2-TZVPD",
  "symbols": ["S", "O", "O", "O", "C", "C", "H", "H", "H", "H", "H", "H", "H", "H", "H", "H", "H", "H"],
  "coordinates": [[-0.523, -1.976, 0.327], [-2.581, 1.298, -0.151], [3.443, -1.823, -0.271], [-0.504, 1.277, -2.395], [0.346, 0.668, 1.134], [-0.330, -0.641, 1.540], [-1.703, 1.264, -0.558], [-3.170, 1.217, -0.907], [1.163, 0.924, 1.806], [0.736, 0.668, 0.116], [4.245, -1.305, -0.133], [-0.388, 1.474, 1.221], [0.346, 0.872, -2.186], [0.167, -1.075, 2.391], [2.797, -1.322, -0.772], [-0.983, 0.600, -2.886], [-1.725, -1.652, -0.169], [-1.334, -0.468, 1.891]],
  "homo_lumo_gap_ha": 0.3459,
  "homo_energy_ev": -9.13,
  "smiles": "CCS.O.O.O"
}



*2*
{
  "formula": "C2H12O3S",
  "method": "ωB97M-V/def2-TZVPD",
  "symbols": ["S", "O", "O", "O", "C", "C", "H", "H", "H", "H", "H", "H", "H", "H", "H", "H", "H", "H"],
  "coordinates": [[-0.389, -1.055, -0.421], [3.977, 1.394, 0.430], [-2.174, -2.185, 3.493], [0.722, 1.968, 0.225], [-1.544, 0.285, -2.581], [-0.709, 0.562, -1.340], [-1.393, 1.081, -0.612], [-1.337, -0.952, 0.529], [-1.333, -2.555, 3.255], [-0.966, -0.213, -3.442], [4.946, 1.762, 0.567], [1.074, 1.248, 0.654], [4.038, 0.431, 0.079], [0.265, 0.910, -1.628], [-1.854, 1.235, -3.111], [-2.705, -2.841, 2.997], [-2.376, -0.514, -2.480], [1.191, 2.806, 0.276]],
  "homo_lumo_gap_ha": 0.3436,
  "homo_energy_ev": -8.89,
  "smiles": "CCS.O.O.O"
}



Quick ranking, most stable first: *1*, *2*.



*1*
{
  "formula": "C4H4ClN3",
  "method": "ωB97M-V/def2-TZVPD",
  "symbols": ["Cl", "N", "N", "N", "C", "C", "C", "C", "H", "H", "H", "H"],
  "coordinates": [[-2.538, -1.234, -0.050], [0.301, -1.421, -0.004], [1.679, -1.311, -0.021], [0.889, 0.740, -0.068], [-1.518, 0.123, -0.109], [1.963, -0.021, -0.091], [-0.086, -0.181, -0.063], [-1.897, 1.373, 0.022], [-2.903, 1.605, 0.238], [2.939, 0.403, 0.084], [2.269, -2.168, 0.158], [-1.098, 2.092, -0.096]],
  "homo_lumo_gap_ha": 0.3679,
  "homo_energy_ev": -9.23,
  "smiles": "C=C(Cl)c1nc[nH]n1"
}



*2*
{
  "formula": "C4H4ClN3",
  "method": "ωB97M-V/def2-TZVPD",
  "symbols": ["Cl", "N", "N", "N", "C", "C", "C", "C", "H", "H", "H", "H"],
  "coordinates": [[-1.304, -1.196, 2.780], [-0.313, -1.821, 1.570], [-1.479, 2.123, 0.175], [-2.061, -4.837, 1.935], [0.716, 1.089, -0.112], [-0.449, 1.588, -0.067], [-1.279, -4.055, 1.604], [-0.462, -2.976, 1.095], [-2.128, 2.074, -0.526], [0.634, 0.039, 0.279], [0.086, -3.430, 0.293], [1.471, 1.530, -0.733]],
  "homo_lumo_gap_ha": 0.3080,
  "homo_energy_ev": -9.13,
  "smiles": "N#C/C=N\\Cl.C=C=N"
}



Quick ranking, most stable first: *1*, *2*.